No. 1
Entry from OMol25: a molecular structure, C33H37N5SeSiSn (ωB97M-V/def2-TZVPD).

Each line ends with the Mulliken charge.
Positions of all 78 atoms, in Å:
Sn: -0.516 -0.621 0.323  0.849
C: 2.071 -0.557 3.201  -1.125
C: 1.203 0.338 4.074  -1.652
C: 0.277 1.299 3.356  0.840
C: -0.577 2.114 4.082  -1.002
C: -1.273 3.117 3.420  -0.853
C: -1.100 3.278 2.059  -0.968
C: -0.275 2.381 1.391  -0.325
N: 0.390 1.416 2.029  0.254
N: 1.417 -1.646 2.466  1.173
C: 0.715 -2.553 3.353  -0.963
C: -0.223 -3.537 2.677  0.706
C: -1.019 -4.351 3.480  -1.023
C: -1.888 -5.241 2.879  -0.367
C: -1.939 -5.296 1.492  -0.748
C: -1.115 -4.448 0.776  -0.415
N: -0.275 -3.586 1.352  0.041
C: 2.427 -2.349 1.682  -1.470
C: 2.975 -1.530 0.537  0.766
C: 4.221 -1.837 0.002  -1.146
C: 4.690 -1.106 -1.073  -0.570
C: 3.907 -0.076 -1.577  -1.069
C: 2.679 0.154 -0.988  0.177
N: 2.214 -0.558 0.039  1.014
H: 2.869 -0.980 3.838  0.445
H: 2.553 0.084 2.466  0.446
H: 1.915 0.969 4.617  0.457
H: 0.667 -0.207 4.854  0.479
H: -0.669 1.984 5.153  0.473
H: -1.935 3.775 3.970  0.422
H: -1.602 4.054 1.498  0.560
H: 0.316 1.477 -0.424  -2.364
H: 0.107 -1.968 4.043  0.216
H: 1.422 -3.130 3.978  0.397
H: -0.957 -4.277 4.559  0.461
H: -2.523 -5.878 3.481  0.409
H: -2.605 -5.975 0.978  0.418
H: -1.125 -4.439 -0.309  0.397
H: 1.980 -3.244 1.251  0.481
H: 3.263 -2.670 2.327  0.400
H: 4.810 -2.637 0.432  0.489
H: 5.655 -1.329 -1.509  0.405
H: 4.234 0.529 -2.411  0.555
H: 2.030 0.942 -1.352  -0.301
C: -4.538 0.365 -0.952  -1.174
C: -4.652 1.649 -1.530  -0.407
C: -3.589 2.493 -1.521  -1.525
C: -2.337 2.114 -0.929  1.054
N: -2.261 0.866 -0.360  0.645
C: -3.335 0.050 -0.397  -0.156
C: -1.213 2.952 -0.902  -0.498
C: -1.159 4.177 -1.620  -0.965
C: -0.057 4.968 -1.682  -1.222
C: 1.138 4.539 -1.002  -0.759
C: 1.181 3.406 -0.288  -0.695
C: -0.017 2.507 -0.107  5.454
H: -5.355 -0.340 -0.943  0.441
H: -5.588 1.967 -1.973  0.415
H: -3.692 3.478 -1.951  0.322
H: -3.198 -0.927 0.066  0.457
H: -2.034 4.489 -2.177  0.271
H: -0.061 5.886 -2.252  0.382
H: 2.034 5.145 -1.077  0.414
H: 2.092 3.098 0.215  0.427
C: 1.226 -1.191 -4.982  -1.071
Si: -0.208 -0.521 -3.981  0.595
C: 0.004 1.306 -3.682  -0.403
C: -1.816 -0.870 -4.867  -1.143
Se: -0.225 -1.720 -2.039  -0.537
H: 1.209 -0.803 -6.004  0.358
H: 1.179 -2.281 -5.027  0.298
H: 2.177 -0.917 -4.522  0.246
H: -0.002 1.862 -4.623  0.556
H: 0.951 1.515 -3.182  0.132
H: -0.798 1.698 -3.053  -0.238
H: -1.802 -0.485 -5.890  0.352
H: -2.653 -0.414 -4.334  0.310
H: -1.991 -1.947 -4.906  0.298

Cartesian forces (eV/Å) of the 2 atoms listed first:
0.2 0.0 0.2
0.0 -0.1 0.1

The net charge is 0. The calculation puts the energy above the lowest of the compared OMol25 structures with the same formula, charge and spin at 133.90 kJ/mol. The HOMO energy comes out at -5.577 eV. As for the multiplicity: 1. The calculation puts the HOMO-LUMO gap at 0.218 hartree.

No. 2
Entry from OMol25: 3 unconnected molecules or ions with the total composition C33H38BN2O10S2 (ωB97M-V/def2-TZVPD).

Each line ends with the Mulliken charge.
Positions of all 86 atoms, in Å:
C: -1.708 -2.449 4.577  -1.028
B: -0.656 -2.876 3.450  0.590
O: -0.078 -4.113 3.438  -0.554
C: -0.200 -1.895 2.319  0.045
C: -0.083 -0.524 2.521  -0.972
C: 0.365 0.277 1.501  0.891
C: 0.717 -0.203 0.236  -1.653
C: 0.605 -1.581 0.047  0.580
C: 0.949 -2.331 -1.282  0.192
O: 1.848 -1.838 -2.005  -0.702
O: 0.287 -3.375 -1.492  -0.818
C: 0.141 -2.375 1.066  -0.348
N: 1.184 0.619 -0.844  1.170
C: 0.073 1.261 -1.602  -0.449
C: -1.184 0.389 -1.765  -1.061
C: -2.300 0.760 -0.730  -0.551
N: -3.382 1.528 -1.356  -0.191
C: -4.726 1.138 -0.925  -1.070
C: -5.384 2.260 -0.096  0.381
C: -5.622 3.490 -0.673  -0.273
C: -6.178 4.506 0.084  -0.544
C: -6.515 4.261 1.396  -0.399
C: -6.285 3.036 1.979  -0.390
C: -5.728 2.017 1.224  0.211
O: -5.512 0.792 1.844  -0.650
C: 2.053 1.670 -0.421  -1.076
C: 3.096 2.002 -1.267  0.024
C: 3.954 3.043 -0.936  0.421
C: 5.063 3.383 -1.956  -1.046
C: 4.403 3.620 -3.335  -0.595
C: 3.326 4.702 -3.321  -0.497
S: 2.480 4.883 -4.944  -0.247
C: 3.819 3.739 0.242  -0.875
C: 2.778 3.421 1.108  -0.903
C: 1.924 2.414 0.742  1.135
S: 0.538 2.031 1.810  -0.393
H: -1.215 -2.254 5.542  0.289
H: -2.239 -1.548 4.246  0.276
H: -2.450 -3.238 4.771  0.331
H: -0.693 -4.812 3.697  0.266
H: -0.326 -0.081 3.487  0.474
H: 0.034 -3.449 0.928  0.193
H: 0.461 1.448 -2.617  0.385
H: -0.198 2.261 -1.216  0.359
H: -0.984 -0.685 -1.803  0.131
H: -1.613 0.654 -2.741  0.666
H: -2.638 -0.184 -0.285  0.521
H: -1.806 1.337 0.069  0.183
H: -3.251 2.520 -1.218  0.303
H: -5.419 0.928 -1.755  0.394
H: -4.718 0.247 -0.292  0.452
H: -5.384 3.687 -1.716  0.417
H: -6.385 5.490 -0.331  0.370
H: -6.957 5.030 2.028  0.333
H: -6.533 2.829 3.017  0.403
H: -4.550 0.688 1.842  0.278
H: 3.244 1.447 -2.190  0.580
H: 5.797 2.570 -1.997  0.301
H: 5.537 4.302 -1.583  0.387
H: 5.205 3.984 -4.001  0.488
H: 4.072 2.682 -3.791  0.333
H: 2.532 4.527 -2.589  0.220
H: 3.778 5.680 -3.119  0.327
H: 1.305 4.236 -4.767  0.113
H: 4.504 4.545 0.499  0.342
H: 2.685 3.984 2.034  0.412
C: -0.537 -6.238 -0.747  0.136
C: 0.448 -6.614 0.334  0.003
O: -0.284 -6.320 1.533  -0.323
C: -1.599 -6.362 1.228  0.718
O: -2.472 -6.323 2.044  -0.603
O: -1.802 -6.456 -0.101  -0.389
H: -0.444 -6.857 -1.637  0.316
H: -0.465 -5.185 -1.036  0.047
H: 0.699 -7.679 0.328  0.312
H: 1.354 -6.021 0.264  0.049
C: 4.526 -1.966 -0.426  -0.351
C: 3.886 -1.414 0.823  0.227
O: 2.890 -2.389 1.114  -0.244
C: 3.266 -3.553 0.544  0.616
O: 2.720 -4.594 0.733  -0.627
O: 4.331 -3.377 -0.277  -0.422
H: 5.586 -1.726 -0.499  0.381
H: 4.020 -1.634 -1.336  0.218
H: 4.583 -1.359 1.664  0.358
H: 3.436 -0.434 0.671  -0.303

Cartesian forces (eV/Å) of the 2 atoms listed first:
-0.1 -0.1 -0.4
-0.1 0.2 0.3

The net charge is -1. The calculation puts the energy above the lowest of the compared OMol25 structures with the same formula, charge and spin at 9.76 kJ/mol. The HOMO energy comes out at -5.189 eV. As for the multiplicity: 1. The calculation puts the HOMO-LUMO gap at 0.271 hartree.

No. 3
Entry from OMol25: a molecular structure, C33H38BeN4O15 (ωB97M-V/def2-TZVPD).

Each line ends with the Mulliken charge.
Positions of all 91 atoms, in Å:
Be: -1.532 2.855 2.549  0.976
C: -0.954 1.040 0.823  1.810
O: -0.639 0.314 -0.138  0.983
O: -2.100 1.117 1.352  -1.079
O: -0.117 1.943 1.306  -1.745
C: -4.509 3.494 1.140  0.801
O: -3.503 4.035 1.637  -0.676
N: -5.760 4.013 1.300  -0.425
N: -4.530 2.393 0.370  -0.079
H: -5.788 4.895 1.786  0.257
H: -6.624 3.746 0.867  0.166
H: -3.613 1.977 0.264  -0.090
H: -5.404 2.021 0.052  0.246
C: -3.583 -1.204 -1.872  0.487
O: -4.639 -1.376 -2.463  -0.741
N: -3.075 0.046 -1.681  0.169
N: -2.731 -2.189 -1.420  -0.171
H: -2.177 0.127 -1.218  -0.127
H: -3.597 0.841 -1.995  0.140
H: -3.030 -3.104 -1.127  0.230
H: -2.022 -1.824 -0.799  -0.089
C: 3.620 -1.559 4.199  -0.503
C: 3.037 -0.306 4.169  -0.529
C: 2.154 0.124 3.193  0.135
C: 1.930 -0.746 2.119  0.733
C: 2.458 -2.028 2.176  -0.898
C: 3.349 -2.438 3.156  0.341
O: 3.890 -3.689 3.206  -0.605
O: 1.394 1.249 3.363  -0.599
H: 4.274 -1.849 5.008  0.433
H: 3.191 0.344 5.023  0.387
H: 1.271 -0.468 1.304  0.034
H: 2.199 -2.685 1.351  0.391
H: 4.257 -3.919 2.347  0.309
H: 0.935 1.384 2.511  0.318
C: -1.551 2.920 -2.233  0.052
C: -2.628 3.491 -2.894  -0.612
C: -2.467 3.785 -4.246  0.090
C: -1.340 3.422 -4.963  -0.586
C: -0.340 2.716 -4.303  -0.539
C: -0.418 2.506 -2.934  0.143
O: 0.647 1.984 -2.257  -0.487
O: -3.558 4.295 -4.926  -0.582
H: -1.599 2.788 -1.158  0.417
H: -3.540 3.825 -2.417  0.439
H: -1.347 3.650 -6.019  0.459
H: 0.524 2.430 -4.887  0.448
H: 0.378 1.384 -1.550  -0.093
H: -4.031 3.657 -5.464  0.330
C: 1.685 -4.422 -1.222  -0.584
C: 0.985 -3.235 -1.357  -0.165
C: 1.627 -2.044 -1.707  -0.026
C: 3.021 -2.035 -1.840  -0.371
C: 3.700 -3.254 -1.777  -0.660
C: 3.059 -4.393 -1.374  0.488
O: 3.714 -5.600 -1.301  -0.587
O: 0.977 -0.924 -2.160  -0.630
H: 1.129 -5.291 -0.899  0.455
H: -0.090 -3.156 -1.254  0.370
H: 3.522 -1.120 -2.123  0.682
H: 4.754 -3.278 -2.028  0.394
H: 4.567 -5.587 -0.862  0.320
H: 0.511 -0.398 -1.499  -0.079
C: -4.640 -2.911 1.453  -0.493
C: -4.250 -4.227 1.650  -0.770
C: -2.921 -4.491 1.917  0.877
C: -2.006 -3.456 2.097  -0.915
C: -2.484 -2.126 2.082  -0.042
C: -3.817 -1.844 1.818  0.165
O: -4.317 -0.582 1.823  -0.708
O: -2.430 -5.772 2.072  -0.577
H: -5.676 -2.636 1.292  0.418
H: -4.994 -5.001 1.530  0.422
H: -1.025 -3.597 2.532  0.381
H: -1.712 -1.388 2.261  0.492
H: -3.569 0.025 1.707  0.290
H: -1.686 -5.834 2.673  0.314
C: 4.524 3.972 0.521  -0.610
C: 5.741 3.599 -0.048  -0.405
C: 5.943 2.276 -0.423  -0.070
C: 4.852 1.407 -0.483  -0.631
C: 3.596 1.855 -0.117  0.492
C: 3.461 3.079 0.538  0.058
O: 2.266 3.419 1.068  -0.605
O: 7.172 1.911 -0.927  -0.558
H: 4.400 5.006 0.815  0.422
H: 6.502 4.367 -0.071  0.417
H: 4.970 0.377 -0.791  0.517
H: 2.752 1.193 -0.271  0.356
H: 1.623 2.735 1.282  0.348
H: 7.805 1.953 -0.204  0.337

Cartesian forces (eV/Å) of the 2 atoms listed first:
-0.2 -3.0 -4.9
1.0 0.5 -1.4

The net charge is 0. The HOMO energy comes out at -7.930 eV. As for the multiplicity: 1. The calculation puts the HOMO-LUMO gap at 0.117 hartree.

Q: Which value of multiplicity does entry 3 give?
A: 1